18
Properties=species:S:1:pos:R:3:forces:R:3 method="wB97M-V/def2-TZVPD" e_above_lowest_kcal_mol=46.6 e_tot_ev=-10903.7427 total_charge=+1 homo_ev=-13.7
C -0.69810 1.65366 -1.38524 2.65 -1.32 1.90
N -0.06890 2.72252 -1.01199 -1.03 -0.03 -0.64
H -0.75434 1.35448 -2.44901 -0.72 0.57 0.73
H -0.74738 0.85537 -0.53258 -0.62 1.46 -1.95
H 0.16943 2.82904 -0.01079 0.08 -0.01 -0.73
H 0.16839 3.50173 -1.66484 -0.20 -0.92 0.70
H 3.19498 -0.22661 3.88807 -0.44 0.24 -0.20
H 1.70672 -0.66943 3.98628 1.44 1.83 -0.97
O 2.31063 0.05710 3.59238 -1.09 -2.02 1.09
H 1.56544 0.99062 1.58828 -0.63 -1.02 2.75
H 2.84143 1.56165 0.96180 -2.18 -0.79 -0.37
O 1.89290 1.25256 0.77177 2.65 1.88 -2.31
H -3.19412 -1.21183 -1.08012 0.23 -0.42 1.96
H -3.32903 -0.92130 -2.38627 0.73 1.19 -0.49
O -2.83082 -0.53303 -1.63278 -0.86 -0.67 -1.46
H 0.03478 -4.67369 -0.75573 -2.88 1.54 0.99
H -1.39112 -4.34550 -1.37807 1.25 0.38 2.36
O -0.87089 -4.19734 -0.50117 1.62 -1.91 -3.36

***

11
Properties=species:S:1:pos:R:3:forces:R:3 method="wB97M-V/def2-TZVPD" e_above_lowest_kcal_mol=67.7 e_tot_ev=-17458.1749 total_charge=0 homo_ev=-8.7
C -0.16454 1.31139 0.28225 0.80 1.51 0.06
C -1.32397 -1.25170 0.54146 0.48 -0.49 1.25
H 2.75396 -0.47388 0.22496 -0.09 -0.17 -0.18
H -0.36865 2.36415 0.60565 0.31 -0.93 -0.02
H -1.93998 1.43667 -0.75029 0.03 0.08 -0.02
H -0.62063 -0.92557 1.29720 0.17 -0.38 0.29
H -1.82430 -2.20978 0.56570 0.26 -0.15 0.16
N 1.04440 0.88874 0.46422 -1.61 0.03 -0.32
N -1.22394 0.79745 -0.45559 0.72 -0.53 0.52
N -1.71530 -0.47468 -0.34398 -1.36 0.84 -2.02
S 1.51215 -0.56440 -0.28363 0.29 0.19 0.28

***

23
Properties=species:S:1:pos:R:3:forces:R:3 method="wB97M-V/def2-TZVPD" e_above_lowest_kcal_mol=39.9 e_tot_ev=-14064.8981 smiles=Nc1ccccc1.O.O.O total_charge=0 homo_ev=-8.3
N -0.14077 0.01098 -2.85468 -0.15 1.14 0.48
C -0.15562 0.70565 -1.61921 -0.49 -0.60 -0.86
C -0.39207 2.06953 -1.60618 0.18 0.28 1.26
C -0.19542 2.73707 -0.38103 0.33 -0.54 -1.75
C 0.11924 2.01151 0.73698 -0.61 0.66 1.48
C 0.04071 0.61922 0.78772 1.17 -0.09 -0.87
C 0.00239 -0.03292 -0.43497 -0.87 0.49 -0.78
H -0.73601 0.45524 -3.54999 0.26 -0.56 0.11
H -0.21832 -0.98322 -2.76878 -0.25 -0.24 -0.24
H -0.75953 2.58730 -2.47672 0.31 0.13 -0.28
H -0.14755 3.81689 -0.36653 -0.32 0.04 0.13
H 0.27386 2.63902 1.61119 0.12 -0.56 0.28
H 0.24856 0.06175 1.69092 -0.25 0.09 0.14
H -0.10956 -1.08956 -0.65699 0.43 -0.26 0.93
H -2.47004 -2.17072 0.25227 0.03 0.24 -1.52
H -2.74326 -1.30482 1.47692 -0.08 0.36 -0.11
O -2.52763 -2.18801 1.18417 0.13 -0.56 1.65
H 0.37978 -3.14344 2.26297 0.44 -0.02 0.69
H -0.04775 -2.03427 3.11782 -0.15 0.32 0.42
O 0.63224 -2.71071 3.10550 -0.37 -0.31 -1.15
H 3.27104 -0.22772 0.79312 -0.53 -0.75 -0.44
H 2.56735 -1.30070 -0.18845 -0.41 -0.49 0.69
O 3.10836 -0.52807 -0.11603 1.08 1.22 -0.25

***

30
Properties=species:S:1:pos:R:3:forces:R:3 method="wB97M-V/def2-TZVPD" e_above_lowest_kcal_mol=67.0 e_tot_ev=-14207.4340 smiles=Cc1c[nH]c2ccccc12.CCC total_charge=0 homo_ev=-7.9
C -0.78602 2.08598 2.54578 0.93 -0.98 0.96
C -1.70225 1.20560 1.74557 -2.18 5.46 -0.64
C 0.30225 2.71270 1.64670 1.76 1.25 4.08
H -1.32074 2.85584 3.13499 0.32 -0.18 -0.53
H -0.33651 1.37979 3.34482 -0.28 1.32 -1.03
H -1.84280 1.85820 0.79095 -0.07 -2.06 1.03
H 1.16368 2.63538 2.42601 -0.72 1.16 -1.47
H -2.63693 1.23043 2.29552 -0.43 -0.84 -0.29
H -1.23273 0.31728 1.70447 0.93 -3.26 -1.11
H 0.76229 2.23625 0.82438 -0.54 -1.01 -1.10
H 0.08669 3.77863 1.40649 0.23 -0.78 0.16
C 0.04264 -2.61969 1.15950 1.93 -1.62 0.57
C 0.01531 -1.04842 -2.27431 -0.31 -0.89 -2.35
C 0.38016 -0.96937 -0.90563 -3.97 -4.78 -1.76
C -0.16593 -2.17845 -0.27207 -1.38 -1.05 -0.73
C -0.77753 -2.91011 -1.29632 1.23 -0.53 1.12
C 0.31245 -0.05103 -3.21980 0.92 -0.28 2.58
C 1.22395 0.85070 -2.63629 -0.32 2.46 -3.98
C 1.14732 -0.04694 -0.44804 4.69 4.59 1.45
C 1.66453 0.92463 -1.36685 0.84 -1.61 1.64
N -0.50731 -2.34660 -2.54111 0.24 2.26 1.86
H -1.10891 -2.45821 -3.31217 -0.73 -0.31 -0.83
H 0.03141 0.05910 -4.25861 -0.07 -0.48 0.14
H -1.18857 -3.94174 -1.31856 0.23 1.00 0.47
H 1.63253 1.65044 -3.33889 -0.48 -1.13 0.85
H 1.56214 -0.13438 0.55492 -0.23 0.27 0.00
H -0.11600 -2.03189 2.05413 -0.55 1.15 -0.43
H 1.11350 -2.91287 1.31756 -0.25 0.62 -0.49
H 2.62147 1.45917 -1.26259 -0.92 0.17 0.78
H -0.34009 -3.59043 1.49946 -0.86 0.08 -0.93

***

43
Properties=species:S:1:pos:R:3:forces:R:3 method="wB97M-V/def2-TZVPD" e_tot_ev=-107401.0110 spin_multiplicity=5 total_charge=+2 homo_ev="-16.3 / -16.3"
C 0.22490 -0.03161 -3.39959 -0.43 -0.33 -0.47
C 0.99430 0.22789 -2.10799 3.79 1.16 -2.22
H 0.94060 -0.20721 -4.20749 0.03 0.06 0.23
H -0.37510 0.85569 -3.62709 0.13 0.08 0.24
H -0.48510 -0.85331 -3.30139 0.19 0.14 0.20
O 2.16080 0.58329 -2.17889 -3.59 -1.10 1.10
Cl -2.13640 0.12669 -1.30909 1.97 -0.23 0.69
Mn 0.04070 0.01449 -0.28359 -6.58 0.05 0.81
P -0.18680 2.36149 -0.11109 0.17 2.40 0.16
C 1.31300 3.21459 0.48561 0.05 -0.45 -0.06
C -0.58570 3.19599 -1.68409 0.04 -0.63 -0.12
H -0.75700 4.26419 -1.51689 0.11 -0.18 0.12
H -1.72790 3.92879 0.91301 0.20 -0.15 -0.08
H -1.48930 2.73769 -2.09379 0.07 0.16 -0.01
H -2.39660 2.26319 0.80671 -0.03 0.16 0.07
H 2.15510 2.95629 -0.16279 0.01 0.16 0.05
H 0.24060 3.06419 -2.38739 -0.06 0.16 -0.01
C -1.51070 2.86209 1.03031 -0.03 -0.84 -0.01
H 1.16970 4.29969 0.48431 -0.09 -0.17 -0.07
H -1.19530 2.63709 2.05131 -0.07 0.14 -0.05
H 1.53360 2.87909 1.50271 -0.01 0.14 -0.22
P -0.05760 -2.35631 -0.31219 0.37 -2.30 -0.19
C 1.46160 -3.11291 0.35851 -0.06 0.37 -0.09
C -1.39600 -3.02321 0.72351 -0.02 0.74 0.10
H -1.20330 -2.84691 -2.39699 0.00 -0.08 0.06
H -0.28660 -4.26031 -1.81779 0.06 0.20 0.16
H 0.56030 -2.89371 -2.59599 -0.04 -0.19 0.02
C -0.26710 -3.17221 -1.93749 0.03 0.68 -0.12
H -2.28310 -2.39611 0.61721 -0.03 -0.14 0.03
H -1.61770 -4.05511 0.43191 0.18 0.17 -0.03
H 1.40010 -4.20441 0.30751 -0.06 0.16 0.02
H 1.56530 -2.78721 1.39701 0.07 -0.20 -0.17
H -1.06120 -2.97841 1.76291 -0.12 -0.07 -0.06
H 2.32900 -2.77201 -0.21339 0.00 -0.14 0.04
C 1.68620 -0.00511 0.56951 6.51 0.16 3.56
O 2.70810 0.00529 1.10621 -3.98 -0.06 -2.32
Cl 1.31200 -1.45551 3.55251 -0.06 -0.18 -0.26
C 0.24290 -0.05401 3.68251 -0.03 -0.05 1.43
Cl 1.16250 1.44979 3.57551 -0.04 0.18 -0.27
C -0.95510 -0.10731 2.76571 -6.73 -0.46 2.23
O -2.12500 -0.18591 3.35801 6.00 0.41 -2.89
O -0.97230 -0.08511 1.43391 2.09 0.04 -0.64
H -0.13020 -0.08361 4.72871 -0.03 0.02 -0.95

***

21
Properties=species:S:1:pos:R:3:forces:R:3 method="wB97M-V/def2-TZVPD" e_above_lowest_kcal_mol=52.0 e_tot_ev=-8494.6369 smiles=CCCCCOC total_charge=0 homo_ev=-9.8
C -3.16535 0.19763 -0.62257 0.87 0.11 -1.33
C -2.17255 0.05770 0.50521 0.18 -0.52 0.34
C -0.98318 -0.64456 -0.08305 0.41 0.58 -2.05
C 0.27297 -0.55115 0.81938 0.03 0.09 -0.49
C 1.37803 -0.00588 -0.04392 -0.08 -0.02 -0.14
O 2.55187 0.10704 0.70923 0.10 0.01 0.08
C 3.61361 0.61809 -0.04617 0.34 0.13 -0.13
H -3.63249 -0.74999 -0.90259 -0.02 -0.02 0.19
H -2.36012 0.36803 -1.53293 -3.07 0.63 1.59
H -3.97440 0.92758 -0.40435 0.73 -0.20 -0.69
H -1.93254 1.03975 0.94275 0.10 -0.35 -0.17
H -2.36649 -0.66053 1.31005 -1.09 0.59 0.30
H -1.26872 -1.69105 -0.25616 0.15 0.15 0.02
H -0.98750 -0.19140 -1.26194 1.53 -1.18 3.08
H 0.59625 -1.50711 1.26006 -0.26 0.13 -0.35
H 0.13340 0.12684 1.67988 -0.22 -0.14 -0.43
H 1.51681 -0.67940 -0.90749 0.15 0.13 0.07
H 1.05903 0.97327 -0.44433 0.20 -0.08 0.04
H 3.84874 -0.03112 -0.90487 -0.03 0.08 0.13
H 4.48317 0.66917 0.61163 -0.05 0.02 -0.12
H 3.38944 1.62707 -0.42782 0.03 -0.14 0.06